Entry 1:
{"formula": "H2N2OS", "method": "ωB97M-V with the def2-TZVPD basis set", "symbols": ["N", "N", "O", "S", "H", "H"], "coordinates": [[-2.564, 0.518, -0.718], [-1.612, 0.047, -1.029], [-0.661, -0.509, -1.475], [1.046, 0.024, 1.399], [1.447, -0.305, 0.092], [2.344, 0.225, 1.732]], "atomic_forces_ev_per_a": [[-0.7, 0.6, 0.7], [0.6, -0.9, -1.1], [0.1, 0.2, 0.4], [1.0, -0.3, -1.4], [-0.6, 0.3, 1.4], [-0.4, 0.0, 0.1]], "charge": 0, "total_energy_ev": -15893.316, "max_force_ev_per_a": 1.79, "de_lowest_kj_mol": 98.5, "multiplicity": 1, "smiles": "N#[N+][O-].S", "orbital_gap_ev": 10.70}


Entry 2:
{"formula": "C4H8ClP", "method": "ωB97M-V with the def2-TZVPD basis set", "symbols": ["C", "C", "C", "C", "H", "H", "H", "H", "H", "H", "P", "Cl", "H", "H"], "coordinates": [[-2.105, -1.248, -0.274], [-1.794, 0.186, 0.097], [-0.492, 0.541, 0.752], [-0.611, 0.891, -0.494], [-2.508, -1.789, 0.581], [-1.202, -1.755, -0.608], [-2.840, -1.286, -1.076], [-2.679, 0.768, 0.348], [0.075, 0.497, 1.649], [-0.214, 1.335, -1.374], [4.141, 0.733, -0.085], [3.618, -1.193, 0.042], [3.636, 1.133, 1.162], [2.975, 1.186, -0.719]], "atomic_forces_ev_per_a": [[0.0, 0.2, 0.1], [0.0, -0.2, 0.0], [-0.3, 0.3, -1.1], [-0.1, -0.3, 1.0], [-0.1, -0.1, 0.0], [0.1, -0.1, 0.0], [-0.1, -0.1, -0.1], [0.0, 0.1, 0.0], [0.3, 0.0, 0.4], [0.2, 0.2, -0.3], [0.5, 1.1, -0.1], [-0.3, -1.3, 0.1], [0.0, 0.1, 0.3], [-0.2, 0.1, -0.2]], "charge": 0, "total_energy_ev": -26086.156, "max_force_ev_per_a": 1.37, "de_lowest_kj_mol": 154.2, "multiplicity": 1, "smiles": "CC1C=C1.PCl", "orbital_gap_ev": 10.29}


Entry 3:
{"formula": "C4H11N3O2", "method": "ωB97M-V with the def2-TZVPD basis set", "symbols": ["C", "N", "C", "N", "N", "H", "H", "H", "H", "H", "H", "H", "C", "C", "O", "O", "H", "H", "H", "H"], "coordinates": [[-2.398, 0.917, -0.087], [-1.169, 0.087, -0.093], [-0.415, 0.154, -1.123], [-0.488, 1.096, -2.155], [0.626, -0.736, -1.213], [-2.763, 0.709, 0.883], [-3.085, 0.608, -0.873], [-2.172, 1.985, -0.142], [-1.403, 1.513, -2.225], [0.198, 1.830, -2.206], [0.446, -1.666, -0.875], [1.163, -0.702, -2.063], [1.997, -0.103, 1.419], [1.363, -1.455, 1.524], [1.717, -2.540, 1.174], [0.162, -1.324, 2.215], [2.046, 0.291, 0.413], [3.064, -0.160, 1.671], [1.635, 0.568, 2.187], [-0.524, -1.071, 1.569]], "atomic_forces_ev_per_a": [[1.8, -0.4, 0.0], [-0.9, -0.2, -0.9], [0.4, 0.2, 0.9], [-0.7, 0.0, -0.6], [0.3, 0.2, -0.8], [-1.2, 0.1, 0.8], [-0.2, 0.1, 0.1], [-0.1, 0.1, -0.2], [-0.1, 0.1, 0.1], [0.4, -0.2, 0.2], [0.1, 0.0, 0.2], [-0.1, -0.1, -0.1], [2.3, 0.0, 0.6], [-1.6, 0.3, 0.9], [0.7, 0.3, -0.4], [0.0, -0.5, -0.2], [-0.7, 0.1, -0.1], [0.0, -0.5, 0.0], [-0.6, 0.2, -0.4], [-0.1, 0.4, -0.1]], "charge": 0, "total_energy_ev": -12891.500, "max_force_ev_per_a": 2.35, "de_lowest_kj_mol": 128.3, "multiplicity": 1, "smiles": "CN=C(N)N.CC(=O)O", "orbital_gap_ev": 9.86}


Entry 4:
{"formula": "C19H10BrCl4NO2Rh", "method": "ωB97M-V with the def2-TZVPD basis set", "symbols": ["Rh", "Cl", "C", "C", "Cl", "C", "Cl", "C", "O", "C", "O", "C", "Cl", "Br", "N", "C", "C", "C", "C", "C", "C", "C", "C", "C", "C", "C", "C", "C", "H", "H", "H", "H", "H", "H", "H", "H", "H", "H"], "coordinates": [[2.038, 1.831, 0.819], [0.529, 2.304, -5.716], [1.223, 1.795, -4.216], [2.093, 0.713, -4.172], [2.495, -0.143, -5.622], [2.650, 0.316, -2.953], [3.746, -1.018, -2.856], [2.346, 0.994, -1.777], [2.861, 0.696, -0.605], [1.450, 2.072, -1.826], [1.178, 2.693, -0.672], [0.903, 2.473, -3.034], [-0.170, 3.826, -3.040], [1.286, 3.397, 2.603], [1.268, 0.370, 1.659], [0.158, -0.206, 1.515], [-0.904, 0.262, 0.576], [-1.372, 1.569, 0.631], [-2.331, 1.998, -0.275], [-2.816, 1.131, -1.243], [-2.352, -0.178, -1.298], [-1.407, -0.615, -0.383], [-0.094, -1.449, 2.312], [-1.380, -1.770, 2.735], [-1.604, -2.903, 3.505], [-0.545, -3.733, 3.846], [0.739, -3.422, 3.417], [0.965, -2.285, 2.657], [-0.965, 2.251, 1.369], [-2.677, 3.022, -0.240], [-3.546, 1.477, -1.964], [-2.719, -0.855, -2.059], [-1.040, -1.634, -0.422], [-2.207, -1.124, 2.463], [-2.607, -3.138, 3.837], [-0.721, -4.621, 4.440], [1.568, -4.069, 3.674], [1.960, -2.029, 2.318]], "atomic_forces_ev_per_a": [[-0.5, -0.1, 0.1], [0.0, 0.0, 0.0], [0.0, 0.0, 0.1], [0.0, 0.0, 0.1], [0.0, 0.0, 0.0], [0.0, 0.0, -0.1], [0.0, 0.0, 0.0], [0.1, -0.1, 0.0], [0.2, -0.2, 0.0], [-0.2, 0.2, 0.0], [0.2, 0.2, 0.1], [0.0, 0.0, 0.0], [0.0, 0.0, 0.0], [0.1, -0.1, -0.2], [0.3, 0.2, 0.0], [0.0, -0.1, 0.0], [0.0, 0.0, 0.0], [0.0, 0.0, 0.0], [0.0, 0.0, 0.0], [0.0, 0.0, 0.0], [0.0, 0.0, 0.0], [0.0, 0.0, 0.0], [0.0, 0.0, 0.0], [0.0, 0.0, 0.0], [0.0, 0.0, 0.0], [0.0, 0.0, 0.0], [0.0, 0.0, 0.0], [0.0, 0.0, 0.0], [0.0, 0.0, 0.0], [0.0, 0.0, 0.0], [0.0, 0.0, 0.0], [0.0, 0.0, 0.0], [0.0, 0.0, 0.0], [0.0, 0.0, 0.0], [0.0, 0.0, 0.0], [0.0, 0.0, 0.0], [0.0, 0.0, 0.0], [0.0, 0.0, 0.0]], "charge": -1, "total_energy_ev": -148593.802, "max_force_ev_per_a": 0.53, "de_lowest_kj_mol": 7.3, "multiplicity": 1, "orbital_gap_ev": 7.17}


Entry 5:
{"formula": "C17H24N4O3S", "method": "ωB97M-V with the def2-TZVPD basis set", "symbols": ["C", "H", "H", "H", "C", "N", "C", "C", "C", "N", "H", "S", "O", "O", "N", "C", "H", "C", "N", "C", "C", "C", "C", "C", "C", "H", "H", "H", "O", "C", "H", "H", "H", "H", "C", "H", "C", "H", "H", "H", "H", "H", "H", "C", "H", "H", "H", "H", "H"], "coordinates": [[1.953, 0.614, -6.100], [1.320, -0.393, -6.142], [2.046, 0.863, -7.019], [1.233, 1.251, -5.625], [3.080, 0.372, -5.583], [3.095, -0.090, -4.195], [2.933, 0.684, -3.039], [2.650, -0.600, -2.059], [2.833, -1.805, -2.748], [3.007, -1.480, -3.958], [2.932, -2.827, -2.210], [2.466, -0.444, -0.346], [1.798, 1.097, -0.162], [3.588, -0.801, 0.536], [1.093, -1.496, -0.140], [-0.032, -0.827, -0.530], [-0.054, -0.218, -1.466], [-0.790, 0.033, 0.513], [-0.936, -0.900, 1.894], [-1.766, -0.424, 2.771], [-2.713, 0.573, 2.524], [-3.510, 0.928, 3.531], [-3.842, -0.022, 4.643], [-2.955, -1.006, 4.742], [-2.143, -1.645, 3.777], [-1.556, -2.260, 3.971], [-3.388, -1.659, 5.420], [-4.677, 0.050, 5.384], [-4.356, 2.118, 3.231], [-5.490, 2.428, 4.188], [-5.886, 3.165, 3.824], [-6.322, 1.498, 4.084], [-5.096, 2.497, 5.221], [-2.617, 1.432, 1.722], [0.429, -1.090, 2.194], [0.483, -1.735, 3.372], [1.003, -2.180, 1.179], [2.290, -2.085, 1.636], [0.588, -3.000, 1.138], [1.253, -0.251, 2.374], [-1.851, 0.321, 0.276], [-0.014, 1.001, 0.668], [-0.688, -1.769, -0.816], [2.796, 2.069, -2.955], [2.170, 2.294, -3.625], [2.401, 2.259, -1.760], [3.717, 2.488, -3.047], [3.654, 1.451, -5.321], [3.871, -0.482, -5.969]], "atomic_forces_ev_per_a": [[-13.1, -3.3, -0.5], [1.1, 1.6, -0.1], [0.3, 2.0, -6.4], [0.1, 0.8, 0.6], [15.3, -0.9, 7.3], [-1.5, -1.1, 4.2], [-0.9, -10.7, 0.8], [1.4, 4.7, -0.1], [0.0, 1.0, 3.2], [1.3, 0.4, -5.2], [-0.5, 1.7, -1.7], [-2.7, 5.1, 1.5], [3.3, -5.4, -0.6], [-1.6, 0.2, -1.6], [4.9, -0.4, 0.9], [-6.4, -0.9, -1.9], [1.0, -0.7, 0.6], [1.2, 0.5, 2.0], [3.9, 3.5, -6.8], [-4.3, -4.7, 3.0], [2.7, 2.5, -1.6], [-6.5, 0.7, 3.1], [-0.2, 5.4, -2.3], [-0.2, -4.6, -0.8], [-8.3, 17.4, -3.2], [9.2, -10.2, 2.8], [0.1, -1.7, 2.2], [1.0, 0.5, -1.0], [0.4, -1.8, 2.0], [4.2, -11.6, 2.2], [-4.1, 8.3, -3.6], [2.3, 2.4, 0.6], [-0.4, 0.1, -0.6], [0.0, -2.1, 1.5], [2.6, -4.7, 4.3], [-0.1, 1.9, -3.3], [8.7, 12.4, 2.6], [-4.0, -1.4, -1.7], [-4.1, -8.3, -0.3], [-2.3, -1.1, -0.8], [1.4, -0.5, -0.3], [-2.5, -2.5, 0.1], [0.3, 1.9, 0.4], [1.1, -0.8, 8.9], [-4.9, 2.8, -5.0], [0.9, -0.3, -3.4], [2.6, 1.8, -0.4], [-0.6, -2.6, -1.5], [-2.1, 2.6, -0.2]], "charge": 0, "total_energy_ev": -40937.956, "max_force_ev_per_a": 19.55, "de_lowest_kj_mol": 2031.8, "multiplicity": 1, "orbital_gap_ev": 7.93}


Entry 6:
{"formula": "C5H9N3", "method": "ωB97M-V with the def2-TZVPD basis set", "symbols": ["C", "C", "C", "C", "C", "N", "N", "N", "H", "H", "H", "H", "H", "H", "H", "H", "H"], "coordinates": [[0.928, -0.725, 2.820], [0.204, -0.013, 0.905], [-1.086, -0.611, -1.075], [0.832, 1.180, -0.991], [-0.339, 0.551, -0.300], [1.161, -0.061, 1.700], [-1.109, -1.113, 1.940], [-0.309, -1.245, 2.939], [1.747, -0.898, 3.518], [-1.810, -0.926, -0.452], [-0.423, -1.439, -1.405], [-1.502, 0.016, -1.907], [1.534, 0.497, -1.419], [1.496, 1.850, -0.413], [0.581, 1.759, -1.929], [-1.093, 1.255, -0.032], [-0.475, -1.749, 3.785]], "atomic_forces_ev_per_a": [[1.5, -0.3, 1.7], [-3.6, -3.2, 3.6], [2.9, 3.2, -2.5], [0.8, 2.0, -2.4], [0.6, -1.7, -0.5], [0.6, 0.7, -0.7], [1.6, 1.9, -1.2], [1.3, 1.0, -2.1], [-0.7, 0.0, 0.1], [-2.6, -1.3, 1.9], [-0.4, 0.8, 0.1], [0.0, -1.3, 0.1], [0.3, -1.2, 0.1], [-0.8, -0.2, 0.2], [-0.3, -0.3, 1.1], [-0.5, 0.7, 0.1], [-0.8, -0.6, 0.4]], "charge": 0, "total_energy_ev": -9797.352, "max_force_ev_per_a": 6.00, "de_lowest_kj_mol": 397.0, "multiplicity": 1, "orbital_gap_ev": [8.66, 8.66]}


Entry 7:
{"formula": "C5H7N", "method": "ωB97M-V with the def2-TZVPD basis set", "symbols": ["C", "C", "C", "C", "C", "N", "H", "H", "H", "H", "H", "H", "H"], "coordinates": [[0.681, -0.557, -1.712], [-0.223, -0.775, -0.537], [-0.779, -1.773, 0.086], [-0.690, 0.417, 0.285], [-0.516, 0.478, 1.767], [0.348, 1.243, 0.885], [0.838, -1.482, -2.271], [1.657, -0.195, -1.364], [0.268, 0.204, -2.383], [-1.513, 0.972, -0.160], [-0.118, -0.399, 2.269], [-1.206, 1.079, 2.355], [1.252, 0.788, 0.779]], "atomic_forces_ev_per_a": [[0.0, 0.0, -0.1], [-0.2, -0.5, 0.3], [0.4, 0.5, -0.3], [-0.2, 0.1, -0.1], [-0.1, -0.1, 0.2], [0.3, 0.0, 0.0], [0.0, 0.1, 0.1], [-0.2, -0.1, -0.1], [0.0, -0.1, 0.1], [0.2, -0.1, 0.0], [-0.1, 0.1, -0.1], [0.1, -0.1, -0.2], [-0.1, 0.1, 0.1]], "charge": 0, "total_energy_ev": -6783.681, "max_force_ev_per_a": 0.75, "de_lowest_kj_mol": 466.2, "multiplicity": 1, "orbital_gap_ev": 10.08}


Entry 8:
{"formula": "C14H29CuO13", "method": "ωB97M-V with the def2-TZVPD basis set", "symbols": ["Cu", "C", "C", "O", "H", "H", "H", "H", "H", "C", "O", "C", "O", "O", "C", "H", "H", "H", "H", "H", "H", "C", "O", "C", "O", "O", "C", "H", "H", "H", "H", "H", "H", "C", "O", "C", "O", "O", "C", "H", "H", "H", "H", "H", "H", "C", "O", "C", "O", "O", "C", "H", "H", "H", "H", "H", "H"], "coordinates": [[-22.922, -1.969, 12.160], [-28.108, -5.540, 17.236], [-27.335, -5.344, 15.889], [-26.605, -4.152, 15.727], [-28.857, -4.764, 17.398], [-27.483, -5.436, 18.123], [-28.618, -6.483, 17.434], [-28.059, -5.510, 15.092], [-26.602, -6.142, 15.770], [-28.277, 2.054, 12.267], [-28.619, 1.272, 11.198], [-27.706, 0.841, 10.300], [-26.477, 0.991, 10.342], [-28.465, 0.300, 9.280], [-27.889, 0.012, 8.054], [-28.176, 1.409, 13.140], [-29.184, 2.629, 12.455], [-27.371, 2.656, 12.201], [-27.018, 0.614, 7.796], [-28.506, 0.320, 7.210], [-27.655, -1.052, 8.089], [-20.823, 3.539, 9.628], [-21.274, 4.362, 10.755], [-21.061, 3.975, 12.049], [-20.768, 2.819, 12.315], [-21.392, 5.015, 12.917], [-21.499, 4.782, 14.286], [-21.317, 3.956, 8.750], [-20.843, 2.455, 9.743], [-19.781, 3.859, 9.595], [-21.298, 3.724, 14.452], [-22.472, 4.907, 14.761], [-20.786, 5.459, 14.758], [-24.669, -5.573, 3.888], [-23.823, -4.756, 4.734], [-23.679, -4.926, 6.091], [-23.346, -4.047, 6.856], [-24.128, -6.182, 6.372], [-24.304, -6.614, 7.715], [-25.252, -6.351, 4.381], [-24.075, -6.199, 3.221], [-25.364, -5.124, 3.179], [-23.509, -7.296, 8.017], [-25.279, -7.095, 7.795], [-24.335, -5.683, 8.282], [-20.088, -7.292, 15.085], [-18.880, -7.433, 14.444], [-18.742, -6.764, 13.252], [-19.462, -5.928, 12.699], [-17.723, -7.360, 12.605], [-17.162, -6.902, 11.352], [-20.808, -7.784, 14.430], [-20.412, -6.259, 15.215], [-20.195, -7.901, 15.983], [-17.904, -6.854, 10.555], [-16.354, -7.558, 11.027], [-16.816, -5.878, 11.491]], "atomic_forces_ev_per_a": [[-0.2, -0.1, 0.2], [0.4, 0.7, 0.6], [0.5, 1.3, 0.6], [-1.2, -1.2, 0.4], [-0.1, 0.2, -0.4], [0.6, 0.1, -0.2], [0.0, -0.3, -0.8], [-0.3, 0.1, -0.5], [0.2, -0.7, 0.1], [0.0, 0.4, 2.3], [0.5, -1.6, -2.8], [1.0, 0.7, -0.7], [-3.2, -0.6, -0.1], [0.2, 1.4, 2.2], [1.3, -0.2, -1.1], [0.2, 0.0, 0.2], [0.3, 0.5, 0.0], [-0.1, 0.0, -0.5], [0.6, -0.2, 0.8], [-0.9, -0.6, 0.4], [0.1, 0.1, -0.7], [1.3, 1.3, 1.1], [-0.5, 0.3, 1.4], [-1.1, -1.2, -0.6], [0.0, 2.0, 0.5], [0.0, -0.8, -3.3], [0.7, -1.3, 1.1], [-0.2, -0.4, 0.3], [-0.6, 0.2, 0.3], [0.2, -0.5, -0.6], [0.6, 0.1, 0.4], [-0.4, 0.6, -0.8], [0.0, -0.3, 0.3], [0.2, -2.0, -0.2], [-0.2, 0.7, 0.2], [-1.8, -0.3, -0.5], [-0.1, -1.6, -1.2], [0.7, 0.3, -0.5], [-0.2, 1.1, 0.3], [0.0, 0.5, 0.7], [0.8, 0.3, 0.1], [0.3, 1.4, 0.7], [0.0, 0.2, 0.0], [0.1, -0.1, -0.2], [0.2, -0.4, 0.7], [-2.8, -0.3, -0.3], [2.2, 1.2, -1.7], [-0.9, -0.2, -2.2], [1.2, -1.4, 2.2], [0.7, -0.6, 0.6], [-1.0, 1.0, 0.3], [-0.6, 0.3, -0.1], [0.2, 0.0, 0.2], [0.9, 0.4, 0.2], [-0.3, -0.2, 0.2], [-0.2, -0.1, 0.6], [0.3, -0.1, 0.0]], "charge": 0, "total_energy_ev": -86235.626, "max_force_ev_per_a": 3.38, "de_lowest_kj_mol": 791.4, "multiplicity": 1, "orbital_gap_ev": 2.52}